No. 1
{"formula": "C24H44F5NO21P4", "method": "ωB97M-V/def2-TZVPD", "lumo_energy_ev": -1.80, "homo_ev": -9.1, "gap_ev": 7.3, "smiles": "O=NOC[C@@H]1OC(=O)O[C@H]1C(F)(F)c1cccc(C(F)(F)F)c1.COP(=O)(OC)OC.COP(=O)(OC)OC.COP(=O)(OC)OC.COP(=O)(OC)OC", "elements": ["H", "H", "C", "H", "C", "H", "N", "H", "O", "H", "H", "C", "H", "H", "O", "H", "C", "O", "F", "H", "H", "H", "H", "H", "H", "H", "H", "C", "C", "H", "H", "H", "O", "C", "H", "C", "O", "H", "O", "O", "F", "H", "C", "C", "O", "P", "C", "O", "C", "O", "P", "H", "C", "H", "O", "O", "H", "C", "H", "H", "H", "O", "F", "H", "C", "O", "H", "H", "P", "O", "O", "C", "H", "O", "H", "H", "C", "C", "O", "C", "C", "C", "H", "P", "H", "H", "O", "H", "F", "O", "H", "H", "H", "O", "F", "C", "H", "C", "C"], "xyz": [[2.023, 5.170, 2.231], [-11.493, -8.096, -2.572], [-12.912, -7.459, 0.458], [-9.093, -7.986, 2.824], [-7.009, -0.097, 0.013], [9.492, 3.530, -3.827], [9.121, 0.603, 1.964], [3.988, -0.246, -3.091], [2.343, 2.598, -1.722], [5.042, 2.735, 1.348], [-0.265, 4.700, 1.658], [-0.191, 2.623, 2.077], [3.202, 3.389, -4.372], [10.317, 4.505, -2.576], [6.387, 1.327, 3.851], [6.898, 7.073, -4.520], [-10.435, -7.872, -2.447], [8.396, 5.906, -3.647], [4.223, 4.665, 2.542], [6.587, 3.348, 3.708], [0.182, 0.881, -0.370], [-2.226, -2.099, 2.271], [-2.502, -2.961, 0.755], [-10.262, -6.799, -2.538], [7.020, 5.404, -5.148], [7.231, 1.614, 1.212], [-10.464, -9.118, 2.659], [5.389, 5.746, -0.866], [-9.439, -8.907, 2.352], [-3.392, -3.420, 2.237], [10.018, 2.779, -2.319], [-9.883, -8.381, -3.234], [0.205, 1.291, -2.414], [2.502, 3.104, 2.735], [-7.186, -3.869, -0.013], [7.586, 6.265, -4.783], [8.359, 3.937, -2.138], [7.878, 3.245, 1.639], [-9.508, -6.400, 0.422], [-3.990, -1.635, 1.373], [-1.048, 0.124, 1.845], [5.681, 6.767, -0.616], [5.141, 0.814, 3.753], [6.407, 2.531, 3.014], [-9.340, -8.803, 0.919], [-5.098, -1.871, 0.229], [-2.980, -2.591, 1.663], [4.503, 0.286, 4.576], [2.470, 2.753, -4.873], [8.252, 6.429, -1.433], [-10.270, -7.655, 0.204], [-13.049, -8.542, 0.422], [0.364, 3.887, 1.999], [2.547, 1.005, 3.150], [-9.961, -8.375, -1.205], [2.291, 0.166, -1.939], [-6.333, -5.171, 0.830], [3.072, -0.735, -2.750], [-0.106, -0.516, -1.447], [2.058, 3.285, -5.726], [-1.353, 0.709, -1.231], [8.595, 1.652, 2.763], [-0.165, -0.250, 3.784], [-12.825, -7.133, 1.497], [-0.279, 0.548, -1.299], [9.323, -0.345, 2.603], [-6.973, -0.110, -1.078], [4.795, 5.333, -0.056], [1.768, 1.579, -2.641], [-5.166, -3.517, 0.414], [1.385, 2.446, -3.983], [0.630, 1.582, 2.483], [2.954, 1.843, -5.230], [6.559, 4.922, -1.020], [2.496, -1.081, -3.611], [-1.224, 2.442, 1.824], [1.682, 4.152, 2.318], [0.107, 0.171, 2.547], [4.753, 1.108, 2.438], [3.947, 3.419, 3.050], [1.947, 1.841, 2.818], [9.616, 3.691, -2.757], [-6.794, -3.710, 1.722], [7.600, 5.350, -2.258], [4.787, 5.745, -1.774], [-7.751, -0.815, 0.366], [-5.710, -0.384, 0.559], [8.248, 6.610, -5.573], [0.939, -0.695, 1.954], [-11.746, -7.065, -0.295], [-8.804, -9.731, 2.668], [-13.779, -6.980, 0.010], [3.338, -1.593, -2.138], [-4.572, -1.736, -1.153], [4.150, 3.536, 4.394], [-6.449, -4.094, 0.759], [-7.298, 0.895, 0.349], [7.541, 2.277, 2.017], [4.990, 2.506, 2.414]]}

No. 2
{"formula": "C23H41As2Cl2N3O9PRbS2", "method": "ωB97M-V/def2-TZVPD", "lumo_energy_ev": -0.57, "homo_ev": -7.9, "gap_ev": 7.3, "elements": ["C", "C", "H", "C", "H", "C", "H", "H", "H", "H", "As", "H", "H", "H", "H", "H", "C", "C", "H", "H", "H", "H", "H", "As", "H", "C", "C", "H", "H", "N", "O", "C", "O", "C", "H", "H", "H", "H", "O", "C", "O", "S", "H", "C", "N", "C", "O", "C", "H", "S", "O", "H", "C", "O", "H", "H", "H", "H", "C", "N", "H", "H", "H", "P", "C", "O", "H", "C", "O", "H", "Rb", "C", "C", "C", "H", "H", "H", "H", "C", "Cl", "H", "H", "C", "Cl"], "xyz": [[-2.520, -3.292, -4.126], [-2.388, -1.911, -3.540], [-0.051, -0.003, -4.304], [-1.535, -1.584, -2.575], [-2.845, 3.483, -4.525], [-4.200, -3.720, -2.483], [-2.976, 0.128, -6.831], [-3.919, 3.797, -5.925], [3.645, -0.450, 4.028], [1.661, -1.442, 5.317], [-1.058, 0.230, -1.956], [1.175, 0.525, -3.122], [7.349, 2.560, 3.204], [-3.549, 3.973, 0.144], [-4.904, -4.531, -2.311], [-1.428, -2.959, 4.175], [-3.538, 0.910, -3.455], [2.710, -3.196, 2.842], [-1.611, 0.410, -5.717], [3.294, 0.436, 5.515], [-2.544, -1.672, 4.597], [-3.227, 2.179, -5.704], [4.750, 2.073, 2.113], [-3.608, -0.713, -4.533], [1.004, -4.548, -1.863], [-0.652, -2.580, -1.895], [1.571, -0.567, 4.662], [0.656, -3.326, 2.184], [-4.376, 2.708, 1.106], [5.258, 2.540, 2.889], [-3.158, 1.987, -0.361], [1.228, -2.894, 3.011], [-3.468, -4.104, -3.650], [4.676, 3.538, 3.551], [2.895, -4.269, 2.776], [0.855, -3.360, 3.929], [-1.163, 0.020, 3.484], [-0.068, 4.274, 0.670], [-4.783, 2.763, -4.443], [-0.026, -4.825, -1.641], [-5.812, 1.422, -3.019], [4.385, 0.876, -0.638], [6.427, 1.508, 4.309], [0.147, 0.653, -3.460], [4.049, 0.699, 0.778], [-2.958, 2.385, -1.614], [-2.925, 3.527, -2.001], [-3.602, 3.063, -5.189], [3.127, -2.730, 1.945], [3.172, 4.183, 3.143], [3.584, 0.169, -1.689], [6.317, 3.857, 4.759], [-1.493, -1.899, 4.417], [-1.864, -3.595, -5.087], [1.621, 3.682, 1.020], [-0.002, 1.693, -3.753], [-0.172, -4.889, -0.563], [-3.530, -3.618, -1.629], [0.651, 3.467, 0.575], [5.335, 4.030, 4.629], [3.290, -2.819, 3.685], [6.647, 1.057, 2.613], [0.826, 0.085, 5.127], [0.903, -1.079, 3.021], [-2.389, -0.290, -6.013], [0.235, -2.231, -1.141], [-1.945, -1.233, -6.332], [-2.662, 1.206, -2.493], [-0.920, -3.842, -2.190], [-1.402, -1.274, 2.346], [1.615, -0.285, -0.068], [2.900, 0.164, 4.535], [-0.923, -1.033, 3.301], [6.484, 1.894, 3.288], [4.954, 4.876, 5.016], [-4.751, -2.791, -2.657], [-0.962, -1.747, 5.356], [-0.300, -5.756, -2.127], [-4.804, 1.727, -3.594], [-0.002, 2.048, 1.427], [-2.628, 3.001, 1.334], [2.789, 1.075, 3.949], [-3.448, 3.000, 0.618], [0.899, 3.179, -1.167]]}

No. 3
{"formula": "C15H41Cl2LuN3OP2", "method": "ωB97M-V/def2-TZVPD", "lumo_energy_ev": [2.45, 2.45], "homo_ev": [-1.6, 0.5], "gap_ev": [4.1, 2.0], "total_charge": -1, "elements": ["C", "C", "H", "N", "C", "H", "H", "H", "H", "O", "H", "P", "C", "H", "P", "H", "H", "C", "Cl", "H", "H", "C", "H", "H", "H", "Lu", "H", "H", "C", "C", "H", "N", "H", "C", "H", "H", "C", "H", "H", "H", "H", "C", "H", "H", "C", "H", "H", "H", "H", "H", "H", "H", "H", "H", "H", "C", "H", "Cl", "H", "N", "H", "H", "C", "C", "H"], "xyz": [[0.172, 4.655, -2.093], [-3.417, -5.444, 2.632], [-2.641, -1.109, 2.939], [-0.360, -4.800, 3.426], [1.226, 1.619, -4.752], [2.474, 4.221, -5.126], [4.393, 4.735, -1.199], [-0.709, 4.458, -2.729], [-0.256, 3.099, -4.246], [-0.605, -2.806, 1.737], [3.961, 2.031, -2.719], [1.216, 3.110, -2.401], [3.359, 4.373, -1.100], [0.819, 1.496, -5.764], [-1.338, -3.702, 2.741], [-1.183, -1.628, -0.866], [1.216, -6.122, 3.316], [0.845, 3.015, -4.249], [2.386, -1.645, -0.173], [-3.952, -5.054, 3.511], [-3.878, -3.102, 0.882], [0.710, 6.041, -2.468], [0.913, 5.076, -5.031], [-0.022, -6.429, 2.088], [-2.812, -6.321, 2.916], [0.174, -1.270, 0.649], [2.756, 5.190, -0.678], [0.176, -5.729, 5.199], [-0.754, -5.463, 4.680], [-3.142, -3.901, 0.712], [2.714, 4.815, -3.110], [-2.586, -4.407, 1.974], [-0.095, 6.761, -2.256], [-2.967, -1.870, 3.680], [-0.540, -2.036, -1.149], [-3.832, -2.419, 3.289], [0.528, -5.635, 2.618], [-1.360, -4.802, 5.318], [1.093, -5.039, 1.895], [-0.681, 3.666, -0.339], [-4.164, -5.768, 1.895], [1.385, 4.100, -5.187], [0.559, 4.894, 0.045], [-3.281, -1.373, 4.605], [2.885, 3.928, -2.488], [0.964, 6.152, -3.526], [3.826, 2.953, -4.235], [0.804, 0.840, -4.107], [1.581, 6.332, -1.867], [-1.342, -1.673, 5.682], [3.355, 3.541, -0.386], [-2.346, -3.533, 0.059], [-0.192, -2.973, 5.284], [-1.055, 5.402, -0.502], [4.930, 3.501, -2.960], [-0.832, -2.198, 4.857], [1.148, 3.793, -6.215], [-1.150, 0.723, 0.842], [2.315, 1.490, -4.798], [-1.892, -2.818, 4.034], [-1.304, -6.403, 4.493], [-0.223, -1.477, 4.275], [-0.273, 4.642, -0.627], [3.949, 3.041, -3.146], [-3.649, -4.745, 0.218]]}

No. 4
{"formula": "C23H43N4O2", "method": "ωB97M-V/def2-TZVPD", "lumo_energy_ev": -2.26, "homo_ev": -11.3, "gap_ev": 9.1, "total_charge": 1, "elements": ["H", "C", "H", "H", "C", "H", "H", "H", "C", "C", "H", "H", "N", "H", "H", "H", "H", "H", "H", "C", "H", "H", "H", "C", "C", "H", "N", "H", "H", "H", "C", "H", "H", "O", "H", "H", "C", "H", "H", "C", "C", "H", "H", "H", "C", "N", "C", "C", "H", "C", "C", "H", "H", "O", "C", "H", "C", "C", "H", "H", "H", "C", "H", "H", "H", "H", "C", "H", "C", "H", "C", "N"], "xyz": [[3.769, 1.091, 0.725], [-4.471, 2.343, -1.562], [-4.860, 2.531, -2.566], [3.299, 0.241, -1.992], [3.493, -2.551, -1.796], [3.397, -0.729, 0.007], [1.609, -0.256, -3.411], [-3.911, 2.904, 1.942], [-2.849, -1.592, -1.240], [3.250, 1.969, 0.321], [-4.889, -2.262, -1.496], [3.297, -3.544, -2.221], [2.464, -0.831, -0.398], [-0.472, -1.575, -0.183], [3.642, -1.845, -2.621], [-5.300, 2.400, -0.844], [3.961, 2.700, -0.078], [-0.862, -3.297, 1.555], [1.796, -0.567, 0.341], [-2.527, 0.783, -1.261], [5.463, -2.032, -1.366], [-3.733, 3.081, -1.237], [-1.520, -0.980, 3.408], [-3.386, 2.277, 2.662], [-3.880, 0.938, -1.463], [-1.149, 0.438, 4.409], [0.262, -1.060, -2.075], [-5.785, 0.019, -1.676], [-2.633, 2.458, 4.687], [1.194, 1.767, -0.437], [2.127, -3.306, 0.132], [1.450, 2.880, -2.468], [3.234, 2.568, -2.556], [-0.486, 0.553, 1.641], [1.731, -4.189, -0.382], [-4.003, 1.390, 2.808], [1.015, -2.292, -1.915], [4.635, -2.432, -0.037], [-2.809, 0.103, 3.865], [-2.024, -0.501, -1.149], [-1.430, 0.848, 2.340], [1.868, 3.490, 1.012], [1.597, -3.294, 2.279], [0.340, -3.108, -1.647], [2.222, 1.659, -0.812], [-0.074, -3.828, 1.193], [1.168, -3.012, 1.311], [-4.201, -1.423, -1.444], [2.529, 3.701, -1.368], [-0.549, -0.732, -0.881], [-3.169, 3.050, 3.945], [1.389, -2.560, -2.914], [3.087, -3.624, 0.551], [-2.139, 1.932, 2.036], [2.351, 0.258, -1.441], [3.183, 3.113, 2.188], [1.178, 0.015, -2.436], [2.483, 2.700, 1.459], [-2.569, 3.941, 3.753], [-0.144, 0.138, -0.364], [-2.486, -2.613, -1.135], [-1.760, 0.067, 3.586], [0.583, 0.914, -2.616], [0.847, -1.959, 1.395], [-0.307, -3.980, 0.216], [-4.124, 3.355, 4.372], [-4.719, -0.151, -1.546], [1.781, 1.991, 1.916], [2.377, 2.756, -1.901], [-1.831, 1.613, -1.161], [2.239, -2.198, -0.942], [4.741, -2.654, -1.021]]}

No. 5
{"formula": "C4H5NO2", "method": "ωB97M-V/def2-TZVPD", "lumo_energy_ev": [-0.14, -0.14], "homo_ev": [-8.9, -8.9], "gap_ev": [8.8, 8.8], "elements": ["C", "H", "O", "C", "C", "H", "N", "H", "O", "C", "H", "H"], "xyz": [[-0.487, -0.063, -1.664], [-1.576, 0.819, 0.513], [0.539, 0.486, -1.078], [-1.009, -0.124, 0.476], [0.462, -0.005, 0.253], [-0.121, -1.376, -0.395], [-1.208, -0.834, -0.839], [2.402, 0.884, 0.665], [1.351, 0.502, 2.363], [1.476, 0.517, 1.154], [-1.288, -0.780, 1.297], [-0.542, -0.026, -2.745]]}

No. 6
{"formula": "C24H45N4O2PdSbSi3", "method": "ωB97M-V/def2-TZVPD", "lumo_energy_ev": 4.88, "homo_ev": -1.1, "gap_ev": 6.0, "total_charge": -2, "elements": ["Si", "H", "H", "N", "N", "C", "C", "H", "H", "H", "H", "H", "C", "C", "H", "H", "H", "C", "C", "H", "H", "H", "H", "C", "H", "C", "H", "H", "H", "C", "H", "H", "Si", "H", "H", "H", "N", "C", "H", "H", "C", "Si", "C", "C", "C", "C", "H", "H", "H", "C", "H", "C", "H", "H", "H", "C", "Sb", "Pd", "C", "H", "H", "N", "C", "H", "H", "H", "O", "H", "O", "C", "C", "H", "H", "H", "C", "H", "H", "H", "C", "H"], "xyz": [[0.955, -3.477, 0.908], [-0.497, 5.432, 1.076], [0.119, -4.037, -1.331], [2.905, -0.860, 1.095], [1.908, -1.316, -2.807], [-3.743, 3.241, -1.277], [0.834, 2.784, 1.845], [1.097, 2.699, -4.648], [-3.239, -3.726, -2.580], [-1.766, -3.449, -3.550], [-1.843, 3.101, 3.105], [-3.923, 0.439, -3.038], [-0.702, 4.736, 0.256], [-3.841, 0.428, -0.161], [1.736, -3.362, -1.532], [3.378, 0.134, 4.786], [-3.887, 0.692, 0.896], [-1.059, 1.797, -0.571], [-1.765, -2.384, -1.677], [-2.180, 0.135, -3.120], [1.668, 3.182, 1.264], [-2.868, 1.668, -3.735], [-2.979, 3.628, 1.860], [1.899, -1.091, 1.976], [-2.988, -2.185, -3.456], [-2.935, 0.905, -2.955], [-3.861, 3.709, -0.298], [-3.217, 3.949, -1.924], [3.315, 2.177, -3.576], [-0.347, -4.659, 1.596], [1.079, 1.754, 2.109], [1.143, -1.483, -2.159], [-2.788, 1.591, -1.197], [2.756, -5.095, 1.486], [-1.637, 5.034, -0.225], [-3.433, -0.582, -0.231], [3.141, -1.258, -2.057], [-2.503, -2.984, -2.891], [0.739, 3.379, 2.762], [3.295, 1.415, -1.204], [3.249, -0.134, 3.743], [-0.776, 2.929, 0.864], [2.375, 1.710, -1.700], [-0.005, 2.283, -2.869], [4.245, 0.142, 2.813], [2.092, -0.760, 3.331], [-0.079, -5.691, 1.343], [-0.959, 2.506, -3.322], [2.507, -3.955, 2.821], [4.014, -0.265, 1.509], [-4.866, 0.421, -0.554], [1.117, -3.993, -0.897], [-4.740, 3.077, -1.697], [3.548, -2.181, -2.122], [-0.755, -0.487, 4.751], [0.055, 1.909, -1.508], [-1.272, -1.290, 2.132], [-0.127, -0.040, 0.270], [2.388, 2.123, -3.021], [5.165, 0.644, 3.085], [-1.311, -4.428, 1.140], [1.271, 1.604, -0.974], [0.680, -1.704, 1.433], [-0.168, 0.820, 3.689], [4.772, -0.102, 0.744], [-0.438, -4.579, 2.682], [-0.988, -1.435, -1.939], [1.540, -5.005, -0.912], [-2.003, -2.892, -0.557], [-2.215, 2.884, 2.099], [2.576, -4.043, 1.732], [3.437, -3.461, 1.405], [1.757, -0.383, -3.170], [-1.904, 0.612, 3.983], [-0.957, 0.085, 3.840], [-2.685, 1.902, 2.131], [0.101, 4.838, -0.480], [2.930, -1.115, -1.071], [1.153, 2.397, -3.607], [1.316, -1.004, 4.040]]}

No. 7
{"formula": "C5H26O10S", "method": "ωB97M-V/def2-TZVPD", "lumo_energy_ev": 0.15, "homo_ev": -8.8, "gap_ev": 9.0, "smiles": "CSCCCC(=O)O.O.O.O.O.O.O.O.O", "elements": ["O", "H", "H", "H", "H", "H", "O", "C", "H", "O", "C", "O", "H", "S", "C", "H", "O", "H", "C", "H", "H", "H", "H", "H", "H", "H", "H", "H", "O", "H", "C", "H", "H", "O", "O", "H", "O", "O", "H", "H", "H", "H"], "xyz": [[-2.922, 1.043, 0.137], [0.199, 0.086, -4.105], [-1.095, 0.447, -2.512], [0.875, -0.933, 3.974], [-1.689, -3.954, 1.695], [-0.796, 0.324, 0.681], [2.185, 0.521, -2.882], [0.296, -1.144, -0.400], [-2.549, 1.049, -0.810], [-3.241, -1.445, 1.030], [0.267, 0.143, 0.397], [0.237, -0.507, -3.214], [-1.121, 1.887, -2.002], [1.308, 0.121, 1.908], [1.505, -1.259, -1.361], [3.009, 2.122, -0.316], [0.013, 3.079, -1.318], [2.712, -2.527, 0.991], [1.393, -0.315, -2.502], [0.109, -1.877, 2.701], [-3.083, -0.554, 0.788], [1.578, -2.315, -1.724], [0.945, 3.002, -1.259], [2.651, 1.766, -1.749], [-4.022, -1.705, 0.525], [-0.665, -1.244, -0.977], [4.002, -1.835, 1.203], [-2.370, 1.709, 0.602], [-1.627, 1.151, -2.218], [-0.766, 2.529, 2.085], [0.325, -0.861, 3.083], [2.466, -1.043, -0.862], [-0.278, 3.225, -0.471], [-1.226, -3.174, 1.522], [-1.321, 2.826, 1.367], [0.624, 1.030, -0.207], [3.572, -2.369, 0.567], [2.591, 2.445, -1.062], [-1.806, 3.554, 1.803], [0.297, -2.001, 0.246], [-0.666, -0.463, 3.304], [-1.917, -2.535, 1.345]]}